Version i
7
Properties=species:S:1:pos:R:3 method="wB97M-V/def2-TZVPD" mol_weight_g_mol=139.0 smiles="CC(=S)Br" gap_ev="7.5953 / 7.5961" homo_energy_ev="-8.804 / -8.804"
C -0.72 0.22 0.01
H -0.86 1.07 0.69
H -0.95 0.58 -1.00
Br 2.04 1.01 0.01
S 1.24 -2.07 -0.01
C 0.67 -0.23 0.05
H -1.41 -0.58 0.26

Version ii
7
Properties=species:S:1:pos:R:3 method="wB97M-V/def2-TZVPD" mol_weight_g_mol=139.0 gap_ev="7.3309 / 8.0159" homo_energy_ev="-8.927 / -8.760"
S 2.30 1.72 -0.27
H -1.81 -1.14 -0.28
H -1.52 0.77 -0.34
C 1.70 0.24 -0.05
C -1.53 -0.15 0.17
Br 2.65 -1.35 -0.44
H -1.78 -0.09 1.22

Quick one: most stable of them? version i

Version i
22
Properties=species:S:1:pos:R:3 method="wB97M-V/def2-TZVPD" mol_weight_g_mol=135.2 smiles="CC(=O)C(C)(C)O.NO" gap_ev=10.1857 homo_energy_ev=-9.517
O 0.99 2.05 -0.75
C -0.81 -0.44 -0.20
O 1.43 -1.31 -0.92
O -1.23 0.70 0.57
H 1.35 -1.55 1.85
C 0.83 -0.72 -0.04
N 1.97 2.46 0.24
H -2.20 0.64 0.69
C -1.24 -0.24 -1.65
H -1.06 0.79 -1.98
H -0.72 -0.92 -2.33
C 1.37 -0.58 1.35
H 0.79 0.14 1.93
H -1.31 -1.78 1.45
H -2.56 -1.66 0.23
H 1.76 3.45 0.38
H -2.32 -0.40 -1.77
H 2.83 2.42 -0.31
H 0.28 1.48 -0.27
H 2.41 -0.24 1.29
H -1.09 -2.60 -0.10
C -1.47 -1.69 0.37

Version ii
22
Properties=species:S:1:pos:R:3 method="wB97M-V/def2-TZVPD" mol_weight_g_mol=135.2 gap_ev="6.9889 / 6.8984" homo_energy_ev="-6.828 / -6.793"
H -0.93 -0.89 -2.54
H 0.44 0.35 2.52
H 0.31 -2.28 0.32
H -0.71 -1.00 2.49
H -1.50 2.34 0.17
H -0.77 -0.17 -0.30
C 0.32 -0.28 -0.43
O 1.04 0.88 -0.43
C -1.26 0.67 1.27
H -0.05 2.24 1.00
C 0.03 -0.37 -2.55
H 1.80 -1.78 -0.48
C 1.00 -1.45 0.19
H 1.46 -1.22 1.16
N -1.03 1.97 0.98
C -0.62 0.08 2.48
O 1.01 -1.27 -2.94
H 1.79 -0.74 -3.16
H 0.86 1.29 -1.32
H -1.10 0.47 3.38
O 0.15 0.85 -2.80
H -2.25 0.31 1.00

Quick one: most stable of them? version i

Version i
9
Properties=species:S:1:pos:R:3 method="wB97M-V/def2-TZVPD" mol_weight_g_mol=112.1 gap_ev=8.1986 charge=-1 homo_energy_ev=-4.115
O -1.32 -0.96 0.79
H 1.35 -0.49 0.89
F 2.29 -0.81 -0.95
H 0.88 0.32 -0.57
C 1.69 0.02 0.02
N -1.64 1.36 -0.40
H 2.41 0.82 0.32
S -2.13 0.04 0.03
O -3.54 -0.30 -0.13

Version ii
9
Properties=species:S:1:pos:R:3 method="wB97M-V/def2-TZVPD" mol_weight_g_mol=112.1 gap_ev=8.3943 charge=-1 homo_energy_ev=-4.274
H -2.28 -0.25 0.79
S 2.08 -0.19 0.07
N 1.60 -1.41 -0.55
O 3.47 0.30 -0.06
C -1.64 0.08 -0.03
F -2.40 0.91 -0.82
H -1.30 -0.76 -0.63
H -0.76 0.63 0.34
O 1.22 0.69 0.90

Quick one: most stable of them? version ii